[1]
C6H8O2 in the gas phase in a non-equilibrium geometry. Source: OMol25; level of theory: ωB97M-V with the def2-TZVPD basis set.

The frontier orbital gap is 0.343 Ha. The total energy is -383.59387 Eh. The SMILES is C=C1CO[C@@H]2C[C@@]12O. The value obtained for the LUMO energy is 0.433 eV. The HOMO energy is -0.3276 hartree. As for the net charge: 0.

Each atom is followed by the atoms it is bonded to, with distances in Å.
CARTESIAN COORDINATES (ANGSTROEM)
1 O -0.822 0.969 1.698  C8 1.451, H14 1.091
2 O -0.972 -1.431 0.414  C4 1.455, C5 1.491
3 C 1.310 0.242 1.693  C4 1.711, C8 1.575, H9 1.190, H12 1.184
4 C 0.272 -0.781 0.797  O2 1.455, C3 1.711, C8 1.440, H10 1.160
5 C -1.210 -0.671 -0.846  O2 1.491, C6 1.544, H13 1.093, H15 1.060
6 C -0.370 0.617 -0.699  C5 1.544, C7 1.439, C8 1.487
7 C 0.360 0.877 -1.911  C6 1.439, H11 1.093, H16 1.053
8 C 0.169 0.650 0.687  O1 1.451, C3 1.575, C4 1.440, C6 1.487
9 H 2.238 -0.008 0.990  C3 1.190
10 H 0.962 -1.276 0.006  C4 1.160
11 H -0.166 0.514 -2.798  C7 1.093
12 H 1.693 0.667 2.729  C3 1.184
13 H -1.040 -1.544 -1.481  C5 1.093
14 H -1.253 0.018 2.014  O1 1.091
15 H -2.212 -0.482 -1.137  C5 1.060
16 H 1.043 1.640 -2.155  C7 1.053



[2]
2 unconnected molecules or ions with the total composition C6H8O2 in a non-equilibrium geometry. Source: OMol25; level of theory: ωB97M-V with the def2-TZVPD basis set.

The frontier orbital gap is 0.348 Ha. The total energy is -383.89756 Eh. The SMILES is Oc1ccccc1.O. The value obtained for the LUMO energy is 0.710 eV. The HOMO energy is -0.3222 hartree. As for the net charge: 0.

Each atom is followed by the atoms it is bonded to, with distances in Å.
CARTESIAN COORDINATES (ANGSTROEM)
1 O -1.513 1.696 -1.135  H9 0.963, H13 0.981
2 O 1.751 1.038 1.325  C6 1.371, H10 0.949
3 C 1.205 -0.331 -0.614  C4 1.372, C6 1.400, H12 1.086
4 C 0.220 -1.027 -1.269  C3 1.372, C8 1.401, H15 1.085
5 C -1.181 -0.992 0.650  C7 1.403, C8 1.388, H14 1.080
6 C 0.947 0.132 0.682  O2 1.371, C3 1.400, C7 1.385
7 C -0.219 -0.234 1.334  C5 1.403, C6 1.385, H16 1.081
8 C -1.009 -1.354 -0.680  C4 1.401, C5 1.388, H11 1.076
9 H -1.567 2.656 -1.094  O1 0.963
10 H 2.437 1.309 0.728  O2 0.949
11 H -1.800 -1.827 -1.235  C8 1.076
12 H 2.057 0.128 -1.108  C3 1.086
13 H -0.651 1.471 -0.724  O1 0.981
14 H -2.031 -1.322 1.228  C5 1.080
15 H 0.282 -1.277 -2.322  C4 1.085
16 H -0.364 -0.037 2.387  C7 1.081



[3]
C6H8O2S in the gas phase in a non-equilibrium geometry. Source: OMol25; level of theory: ωB97M-V with the def2-TZVPD basis set.

The frontier orbital gap (spin up / spin down) is 0.275 / 0.292 Ha. The total energy is -781.85975 Eh. The value obtained for the LUMO energy (spin up / spin down) is -0.762 / -0.635 eV. The HOMO energy (spin up / spin down) is -0.3030 / -0.3157 hartree. As for the net charge: 0.

Each atom is followed by the atoms it is bonded to, with distances in Å.
CARTESIAN COORDINATES (ANGSTROEM)
1 S 0.011 -2.017 0.763  O2 1.778, O3 1.443, C5 1.806
2 O -0.573 -0.708 1.815  S1 1.778, C9 1.368
3 O 1.426 -2.139 1.015  S1 1.443
4 C 0.944 1.927 -0.175  C6 1.369, C8 1.200
5 C -0.118 -1.160 -0.822  S1 1.806, C7 1.469, H10 1.083
6 C 0.009 1.145 0.446  C4 1.369, C9 1.468, H15 1.074
7 C -1.420 -1.181 -1.502  C5 1.469, H11 1.014, H12 1.108, H17 1.147
8 C 1.757 2.729 -0.547  C4 1.200, H13 1.076
9 C 0.153 0.448 1.730  O2 1.368, C6 1.468, H14 1.144, H16 1.186
10 H 0.850 -1.181 -1.308  C5 1.083
11 H -1.542 -1.996 -2.093  C7 1.014
12 H -1.687 -0.440 -2.281  C7 1.108
13 H 2.578 3.266 -0.989  C8 1.076
14 H -0.400 1.124 2.469  C9 1.144
15 H -1.006 1.382 0.187  C6 1.074
16 H 1.272 0.204 2.039  C9 1.186
17 H -2.254 -1.402 -0.746  C7 1.147



[4]
C6H8O2Si in the gas phase in a non-equilibrium geometry. Source: OMol25; level of theory: ωB97M-V with the def2-TZVPD basis set.

The frontier orbital gap is 0.378 Ha. The total energy is -673.29601 Eh. The SMILES is OO[SiH2]c1ccccc1. The value obtained for the LUMO energy is 0.612 eV. The HOMO energy is -0.3554 hartree. As for the net charge: 0.

Each atom is followed by the atoms it is bonded to, with distances in Å.
CARTESIAN COORDINATES (ANGSTROEM)
1 Si -1.869 -0.813 -0.008  O3 1.677, C9 1.871, H15 1.511, H16 1.619
2 O -3.923 1.004 0.238  O3 1.441, H10 0.998
3 O -2.539 0.656 0.444  Si1 1.677, O2 1.441
4 C 0.538 0.451 -1.013  C8 1.356, C9 1.396, H13 1.058
5 C 2.119 -0.344 1.020  C6 1.351, C7 1.390, H17 1.053
6 C 2.697 0.433 0.077  C5 1.351, C8 1.401, H12 1.065
7 C 0.825 -0.845 0.936  C5 1.390, C9 1.403, H14 1.185
8 C 1.862 0.744 -1.003  C4 1.356, C6 1.401, H11 1.067
9 C -0.052 -0.368 -0.049  Si1 1.871, C4 1.396, C7 1.403
10 H -3.840 1.548 -0.594  O2 0.998
11 H 2.221 1.318 -1.828  C8 1.067
12 H 3.686 0.788 0.255  C6 1.065
13 H 0.030 0.882 -1.834  C4 1.058
14 H 0.476 -1.575 1.802  C7 1.185
15 H -1.981 -1.984 0.940  Si1 1.511
16 H -2.738 -1.189 -1.320  Si1 1.619
17 H 2.487 -0.705 1.938  C5 1.053